[1]
ORCA calculation (the ωB97M-V functional and the def2-TZVPD basis) on a 4-piece molecular cluster, C4H8Cl8 overall.

```
! wB97M-V def2-TZVPD RIJCOSX def2/J DEFGRID3
* xyz 0 1
Cl -1.949 0.248 2.479
C -0.998 1.639 1.978
Cl 0.443 1.860 2.985
H -0.664 1.481 0.959
H -1.612 2.527 2.055
Cl 0.917 -1.158 0.721
C 1.024 -0.929 -1.023
Cl -0.076 0.349 -1.598
H 2.034 -0.631 -1.271
H 0.739 -1.850 -1.513
Cl -1.087 -2.395 5.190
C 0.040 -2.456 3.810
Cl 1.601 -3.153 4.237
H -0.417 -3.071 3.046
H 0.184 -1.438 3.472
Cl -0.936 1.708 -6.524
C -0.102 1.839 -4.978
Cl 1.603 1.399 -5.091
H -0.168 2.869 -4.652
H -0.579 1.162 -4.283
*
```

As for the energy above the lowest of the compared OMol25 structures with the same formula, charge and spin: 1.2 kcal/mol. The structure (SMILES) is ClCCl.ClCCl.ClCCl.ClCCl. For the HOMO-LUMO gap, the calculation gives 11.21 eV.


[2]
ORCA calculation (the ωB97M-V functional and the def2-TZVPD basis) on C36H35AsF7O10 as an isolated structure.

```
! wB97M-V def2-TZVPD RIJCOSX def2/J DEFGRID3
* xyz -1 1
As 1.243 -0.249 0.194
F -0.332 -0.927 0.044
F 0.651 1.303 -0.441
F 2.862 0.340 0.240
F 1.867 -1.804 0.768
F 1.550 -0.713 -1.481
F 0.892 0.347 1.791
F 5.300 6.280 -1.561
C 4.314 5.618 -0.916
C 4.547 4.331 -0.458
C 3.518 3.608 0.074
C 2.254 4.200 0.259
C 2.013 5.462 -0.269
C 3.070 6.208 -0.794
H 5.525 3.864 -0.497
H 3.516 2.639 0.557
H 1.464 3.663 0.763
H 1.004 5.850 -0.221
H 2.940 7.216 -1.168
C 2.024 4.057 -3.493
C 1.738 2.756 -3.081
C 0.825 2.013 -3.838
C 0.180 2.589 -4.935
C 0.485 3.866 -5.357
C 1.471 4.560 -4.668
O 1.932 5.742 -5.191
O 0.563 0.714 -3.566
H 2.799 4.684 -3.069
H 2.225 2.297 -2.234
H -0.486 1.935 -5.484
H -0.011 4.330 -6.198
H 2.457 6.253 -4.574
H 0.949 0.390 -2.729
C -2.393 2.600 -1.519
C -3.608 2.546 -2.162
C -4.748 3.022 -1.513
C -4.707 3.435 -0.197
C -3.476 3.552 0.427
C -2.320 3.110 -0.217
O -1.135 3.123 0.457
O -5.914 2.908 -2.238
H -1.534 2.235 -2.070
H -3.765 2.227 -3.184
H -5.647 3.704 0.269
H -3.442 3.924 1.443
H -0.470 2.703 -0.123
H -6.761 2.948 -1.799
C -3.654 -0.197 2.185
C -4.788 0.571 2.330
C -5.988 -0.109 2.573
C -5.987 -1.483 2.735
C -4.843 -2.240 2.421
C -3.662 -1.580 2.131
O -2.483 -2.258 1.997
O -7.114 0.642 2.805
H -2.694 0.311 2.157
H -4.820 1.648 2.418
H -6.904 -2.031 2.917
H -4.889 -3.320 2.463
H -1.796 -1.854 2.566
H -7.917 0.118 2.832
C 2.153 -6.722 -2.152
C 1.287 -5.654 -1.905
C 1.430 -4.918 -0.748
C 2.407 -5.253 0.208
C 3.231 -6.334 -0.033
C 3.076 -7.098 -1.188
O 3.904 -8.188 -1.302
O 0.651 -3.812 -0.498
H 2.154 -7.249 -3.101
H 0.568 -5.391 -2.668
H 2.468 -4.715 1.143
H 3.910 -6.707 0.726
H 3.880 -8.558 -2.189
H 1.250 -3.139 -0.105
C 0.039 -3.723 3.923
C 0.898 -4.804 4.104
C 2.279 -4.647 3.987
C 2.783 -3.394 3.714
C 1.904 -2.354 3.443
C 0.540 -2.447 3.666
O -0.326 -1.405 3.533
O 3.119 -5.729 4.074
H -1.023 -3.911 4.019
H 0.504 -5.800 4.274
H 3.841 -3.212 3.580
H 2.427 -1.427 3.234
H 0.159 -0.583 3.383
H 2.601 -6.506 4.304
*
```

For the HOMO-LUMO gap, the calculation gives 7.76 eV.


[3]
ORCA calculation (the ωB97M-V functional and the def2-TZVPD basis) on C30H32ClN3RhSSi2 as an isolated structure.

```
! wB97M-V def2-TZVPD RIJCOSX def2/J DEFGRID3
* xyz 1 5
C -2.018 -4.339 1.968
C -0.626 -4.091 1.693
C -0.210 -2.977 2.486
H -0.006 -4.668 1.002
C -1.337 -2.545 3.277
C -2.446 -3.394 2.955
H -3.452 -3.310 3.374
H -2.624 -5.144 1.559
H 0.776 -2.521 2.437
H -1.365 -1.702 3.952
Rh -1.734 -2.459 1.321
Si 1.064 0.882 1.304
C 2.128 1.322 -0.242
C 1.835 2.418 -1.060
H 0.875 2.941 -0.959
C 2.749 2.864 -2.027
H 2.497 3.717 -2.657
C 3.975 2.213 -2.200
H 4.700 2.574 -2.943
C 4.241 1.085 -1.417
H 5.179 0.546 -1.559
C 3.308 0.620 -0.481
H 3.502 -0.305 0.076
C 1.122 2.651 2.009
C 2.414 3.038 2.412
H 3.229 2.305 2.415
C 2.712 4.362 2.732
H 3.743 4.635 2.952
C 1.703 5.327 2.742
H 1.927 6.358 3.014
C 0.404 4.952 2.388
H -0.395 5.696 2.385
C 0.120 3.635 1.993
H -0.889 3.407 1.642
H 1.903 -0.037 2.113
Si -0.850 0.763 -2.561
C -1.106 0.829 -0.676
C -0.383 0.041 0.306
H 0.048 -0.911 -0.038
C -0.682 0.214 1.737
H -0.311 -0.480 2.507
C -1.819 1.001 2.109
H -2.046 1.104 3.171
C -2.538 1.621 1.121
H -3.384 2.234 1.415
C -2.205 1.551 -0.243
H -2.855 2.048 -0.972
C 0.646 -0.332 -2.906
C 0.715 -1.585 -2.286
H -0.138 -1.950 -1.714
C 1.860 -2.390 -2.355
H 1.903 -3.296 -1.744
C 2.911 -2.012 -3.191
H 3.800 -2.644 -3.270
C 2.817 -0.816 -3.917
H 3.631 -0.522 -4.585
C 1.704 0.028 -3.749
H 1.673 0.999 -4.250
H -0.864 1.991 -3.243
Cl -2.457 -0.388 -3.221
N -2.084 -2.858 -0.887
N -3.473 -3.249 -0.957
C -4.375 -2.429 -0.353
N -5.666 -2.591 -0.657
S -3.925 -1.288 0.816
H -1.536 -3.662 -1.217
H -1.915 -2.069 -1.539
H -3.773 -3.687 -1.833
H -6.333 -1.949 -0.256
H -5.997 -3.371 -1.221
*
```

As for the energy above the lowest of the compared OMol25 structures with the same formula, charge and spin: 0.0 kcal/mol. For the HOMO-LUMO gap (alpha / beta), the calculation gives 4.92 / 4.34 eV.


[4]
ORCA calculation (the ωB97M-V functional and the def2-TZVPD basis) on C21H22FN3O4 in the gas phase.

```
! wB97M-V def2-TZVPD RIJCOSX def2/J DEFGRID3
* xyz 0 1
C 4.764 -3.878 -1.970
O 4.768 -2.629 -3.109
C 3.674 -2.097 -3.084
C 2.650 -2.305 -2.201
C 1.292 -1.348 -2.542
C 0.161 -1.483 -1.680
N -0.822 -0.980 -1.597
C -1.592 -1.290 -0.570
C -3.059 -1.014 -0.325
N -3.451 0.449 0.119
C -2.722 0.490 1.686
C -1.329 0.798 1.651
N -0.893 2.009 0.995
C -0.717 3.320 1.572
O -0.990 4.316 0.791
C -0.299 3.520 2.779
C -0.300 4.601 3.637
C 0.414 4.382 4.841
C 0.659 2.994 4.807
O 0.057 2.331 3.676
C -1.490 1.825 -0.428
C -2.878 1.618 -0.237
C -0.953 -2.404 0.041
C -1.353 -3.359 1.211
O 0.018 -2.451 -0.581
C 1.304 -0.395 -3.522
C 2.447 -0.199 -4.210
C 3.396 -1.240 -4.118
F 4.530 -0.978 -5.033
H 3.913 -4.516 -2.116
H 5.578 -4.263 -2.126
H 4.679 -3.389 -1.030
H 2.353 -2.969 -1.530
H -3.715 -0.685 -1.440
H -3.640 -1.742 0.101
H -3.077 1.311 2.237
H -2.720 -0.386 2.252
H -0.594 0.221 1.263
H -0.771 1.015 2.794
H -0.623 5.526 3.252
H 0.556 4.810 5.866
H 0.953 2.427 5.430
H -0.735 1.311 -0.945
H -1.362 2.948 -0.995
H -3.446 2.163 0.134
H -3.206 1.461 -1.484
H -1.067 -4.238 0.835
H -0.808 -3.133 2.071
H -2.507 -3.324 1.369
H 0.393 0.161 -3.486
H 2.559 0.687 -5.052
*
```

As for the energy above the lowest of the compared OMol25 structures with the same formula, charge and spin: 524.9 kcal/mol. The structure (SMILES) is COc1cc(-c2nc(CN3CCN(C(=O)c4ccco4)CC3)c(C)o2)ccc1F. For the HOMO-LUMO gap, the calculation gives 7.34 eV.


| no. | electronic energy (a.u.) |
| --- | --- |
| 1 | -3838.73220 |
| 2 | -5080.29127 |
| 3 | -2874.10908 |
| 4 | -1377.77316 |